# 1
The following is a DFT calculation (ωB97M-V/def2-TZVPD) of 6 unconnected molecules or ions with the total composition C42H97N6O11P2 in a non-equilibrium geometry.

The calculation puts the LUMO energy at 1.8 eV.

The geometry in ORCA input format:
```
! RIJCOSX wB97M-V def2-TZVPD def2/J DEFGRID3
* xyz -1 1
C 6.703 -0.703 2.448
C 6.352 0.755 1.729
O 5.348 0.658 0.657
C 5.416 1.848 -0.244
P 3.978 3.085 0.202
N 4.012 4.017 -1.320
C 5.142 4.185 1.236
C 5.760 5.491 0.470
P 7.336 5.084 -0.602
O 7.983 6.524 -0.920
O 6.944 4.370 -2.131
C 7.996 3.495 -2.657
C 7.197 2.286 -3.493
O 8.373 4.147 0.432
C 9.804 4.466 0.190
C 10.618 3.010 0.251
O 2.535 3.853 0.898
C 1.303 3.038 0.631
C 0.133 4.150 0.889
C -1.125 3.676 1.810
C -0.777 2.671 3.052
C -0.784 1.053 2.623
C 0.547 3.092 3.940
C 1.594 2.471 -0.885
C 0.538 1.451 -1.606
C 1.084 0.669 -2.978
C 0.174 -0.358 -3.879
C -1.390 -0.647 -3.436
C -1.936 0.093 -2.059
C -1.002 1.135 -1.147
O 3.000 1.959 -0.764
H 5.749 -1.323 2.731
H 7.333 -0.457 3.425
H 7.433 -1.352 1.770
H 5.895 1.433 2.580
H 7.382 1.208 1.399
H 5.181 1.445 -1.342
H 6.472 2.353 -0.227
H 3.873 2.252 1.403
H 3.241 4.719 -1.372
H 3.925 3.383 -2.170
H 4.568 4.513 2.230
H 6.072 3.530 1.596
H 6.182 6.206 1.329
H 4.976 6.148 -0.113
H 8.641 2.938 -1.857
H 8.646 4.045 -3.493
H 7.820 1.860 -4.386
H 6.104 2.648 -3.807
H 7.004 1.406 -2.711
H 10.142 5.218 1.021
H 10.010 4.880 -0.902
H 11.146 2.838 -0.805
H 9.854 2.135 0.417
H 11.423 3.107 1.095
H 1.469 2.162 1.412
H -0.298 4.449 -0.181
H 0.632 5.107 1.356
H -2.038 3.208 1.200
H -1.578 4.666 2.301
H -1.697 2.762 3.810
H -0.374 0.359 3.490
H -1.935 0.780 2.464
H -0.260 0.851 1.597
H 0.150 3.712 4.875
H 1.136 2.142 4.320
H 1.308 3.785 3.387
H 1.441 3.463 -1.532
H 2.184 0.885 -3.336
H 0.697 -0.832 -4.840
H -2.025 -1.356 -4.118
H -3.056 -0.114 -1.757
H -1.448 1.636 -0.188
C -7.731 1.337 -3.599
C -6.696 2.371 -3.163
C -5.391 1.745 -2.618
O -5.498 1.223 -1.291
C -6.069 -0.074 -1.215
N -7.310 3.276 -2.180
H -8.246 0.872 -2.755
H -8.502 1.810 -4.218
H -7.267 0.545 -4.196
H -6.433 2.958 -4.051
H -4.636 2.540 -2.562
H -4.990 0.988 -3.303
H -5.802 -0.695 -2.075
H -7.154 0.003 -1.122
H -5.696 -0.558 -0.309
H -6.647 4.024 -1.966
H -7.384 2.762 -1.299
C 1.946 -3.100 -2.223
C 1.236 -4.404 -1.867
C 2.014 -5.668 -2.301
O 1.938 -5.955 -3.700
C 2.840 -5.208 -4.502
N -0.118 -4.383 -2.439
H 1.862 -2.850 -3.284
H 1.507 -2.265 -1.666
H 3.009 -3.148 -1.966
H 1.147 -4.433 -0.774
H 1.559 -6.531 -1.799
H 3.058 -5.634 -1.968
H 3.788 -5.015 -3.989
H 2.375 -4.271 -4.812
H 3.049 -5.785 -5.407
H -0.622 -5.210 -2.115
H -0.025 -4.537 -3.446
C -9.570 -4.204 -6.340
C -9.295 -3.591 -4.969
C -8.511 -2.260 -5.034
O -7.113 -2.414 -5.296
C -6.789 -2.591 -6.667
N -8.605 -4.583 -4.131
H -8.689 -4.686 -6.772
H -10.345 -4.975 -6.263
H -9.925 -3.446 -7.046
H -10.269 -3.376 -4.512
H -8.574 -1.785 -4.047
H -8.965 -1.558 -5.744
H -7.457 -2.027 -7.327
H -6.810 -3.653 -6.920
H -5.768 -2.237 -6.825
H -8.513 -4.205 -3.187
H -7.639 -4.640 -4.463
C -0.544 -3.086 4.185
C -0.494 -2.958 2.665
C -1.384 -3.987 1.929
O -0.839 -5.308 1.882
C -1.049 -6.072 3.060
N 0.906 -3.043 2.223
H 0.040 -3.932 4.557
H -0.130 -2.187 4.656
H -1.575 -3.200 4.537
H -0.872 -1.959 2.414
H -1.471 -3.668 0.883
H -2.403 -4.001 2.334
H -2.008 -5.845 3.535
H -0.227 -5.910 3.760
H -1.041 -7.130 2.786
H 0.944 -2.858 1.220
H 1.188 -4.024 2.297
C -2.344 0.680 9.036
C -2.294 0.808 7.516
C -3.184 -0.221 6.781
O -2.639 -1.542 6.733
C -2.849 -2.306 7.911
N -0.894 0.722 7.074
H -1.760 -0.167 9.408
H -1.930 1.579 9.507
H -3.375 0.566 9.388
H -2.672 1.807 7.265
H -3.271 0.098 5.734
H -4.203 -0.235 7.185
H -3.808 -2.079 8.386
H -2.027 -2.144 8.611
H -2.841 -3.364 7.637
H -0.856 0.908 6.071
H -0.612 -0.258 7.148
*
```

***

# 2
The following is a DFT calculation (ωB97M-V/def2-TZVPD) of a molecular structure, C20H16F10N4Ta.

The calculation puts the LUMO energy at -12.2 eV.

The geometry in ORCA input format:
```
! RIJCOSX wB97M-V def2-TZVPD def2/J DEFGRID3
* xyz 3 1
Ta 0.195 0.548 -0.219
C -1.172 -0.291 2.588
N 0.035 0.397 2.016
C 0.033 1.831 2.512
C 0.727 2.785 1.559
N 0.284 2.427 0.184
C 0.083 3.435 -0.796
C -0.327 2.977 -2.029
F -0.445 1.560 -2.060
C -0.530 3.710 -3.166
F -0.913 3.146 -4.289
C -0.299 5.082 -3.057
F -0.484 5.859 -4.089
C 0.138 5.608 -1.848
F 0.370 6.892 -1.749
C 0.347 4.801 -0.732
F 0.794 5.375 0.376
C 1.227 -0.389 2.528
C 2.468 -0.066 1.746
N 2.012 0.034 0.350
C 2.905 -0.011 -0.733
C 4.287 0.170 -0.715
F 4.901 0.492 0.411
C 5.030 0.029 -1.880
F 6.323 0.203 -1.839
C 4.418 -0.281 -3.096
F 5.134 -0.400 -4.177
C 3.038 -0.462 -3.158
F 2.419 -0.763 -4.274
C 2.363 -0.319 -1.974
F 0.951 -0.551 -1.932
H -1.060 -0.352 3.671
H -2.068 0.277 2.357
H -1.252 -1.298 2.185
H -1.013 2.126 2.576
H 0.461 1.870 3.514
H 0.400 3.793 1.797
H 1.814 2.769 1.621
H 1.342 -0.197 3.595
H 0.979 -1.442 2.391
H 2.944 0.862 2.060
H 3.201 -0.864 1.856
C -5.205 -0.709 0.578
C -4.378 -0.602 -0.727
C -2.994 -0.299 -0.473
N -1.886 -0.050 -0.256
H -6.232 -0.927 0.297
H -5.193 0.229 1.130
H -4.844 -1.519 1.208
H -4.770 0.180 -1.386
H -4.406 -1.541 -1.291
*
```

***

# 3
The following is a DFT calculation (ωB97M-V/def2-TZVPD) of C5H10N2O2 in the gas phase in a non-equilibrium geometry.

The calculation puts the LUMO energy (spin up / spin down) at 0.7 / -3.0 eV. Its energy above the lowest of the compared OMol25 structures with the same formula, charge and spin is 37.55 kcal per mole. As for the expectation value of S²: 2.01.

The geometry in ORCA input format:
```
! RIJCOSX wB97M-V def2-TZVPD def2/J DEFGRID3
* xyz 0 3
C -0.671 1.447 0.690
C 0.518 -2.129 -0.568
C 1.049 -0.792 -1.231
C -1.023 -1.904 -0.583
C 0.174 2.524 1.288
N 1.041 0.302 -0.381
N -0.276 0.511 -0.079
O -2.004 1.401 1.102
O -1.878 -2.121 0.205
H 0.809 -3.059 -1.048
H 0.803 -2.181 0.535
H 2.036 -1.071 -1.473
H 0.362 -0.660 -1.997
H -1.201 -1.530 -1.601
H 1.167 2.269 0.981
H 0.258 2.484 2.281
H -0.276 3.532 0.964
H 1.611 0.116 0.403
H -2.500 0.860 0.514
*
```